[1]
{
  "formula": "C8H10N2O2S",
  "method": "ωB97M-V with the def2-TZVPD basis set",
  "homo_ev": -8.9,
  "gap_ev": 9.476,
  "e_above_lowest_kj_mol": 266.1,
  "lumo_ev": 0.559,
  "elements": ["C", "C", "N", "C", "O", "C", "C", "S", "C", "C", "N", "C", "O", "H", "H", "H", "H", "H", "H", "H", "H", "H", "H"],
  "xyz": [[1.38160, 1.35896, 1.61649], [0.27616, 1.21352, 0.67160], [0.15347, 2.02630, -0.41857], [-0.79822, 1.97799, -1.36284], [-1.00952, 2.93685, -2.10305], [-1.65773, 0.64847, -1.42153], [-0.94335, -0.56444, -0.68281], [0.47415, -1.25222, -1.55755], [0.57626, -2.73509, -0.48434], [0.66315, -2.29807, 0.93269], [0.28402, -1.20932, 1.40911], [-0.43142, -0.22921, 0.70183], [-0.92009, 0.88918, 1.35186], [1.34242, 0.57772, 2.39233], [2.24122, 1.45929, 1.00401], [1.43554, 2.25447, 2.18780], [0.61639, 2.93693, -0.31873], [-2.68740, 0.74054, -0.93472], [-1.77281, 0.40907, -2.53425], [-1.61229, -1.31662, -0.60796], [1.33733, -3.39207, -0.85688], [-0.27896, -3.52337, -0.64157], [1.33010, -2.90889, 1.65710]],
  "forces_ev_per_angstrom": [[0.636, 0.119, 0.440], [-2.017, -3.771, 2.110], [1.406, 1.731, -0.188], [-2.338, 0.132, -1.194], [0.256, -1.310, 0.602], [0.692, -0.431, -0.164], [0.843, 3.029, -0.209], [0.038, -0.851, -0.406], [-2.178, -1.158, -1.074], [2.301, -1.532, 0.990], [-1.282, 0.916, 1.366], [2.712, 2.095, -2.479], [-1.759, 0.197, 1.107], [0.483, 0.047, -0.901], [1.535, -0.791, -0.206], [-0.769, 1.308, 0.356], [-0.312, -0.469, -0.359], [1.499, 0.362, -0.761], [-0.003, 0.298, 1.597], [-2.415, -2.534, 0.044], [1.228, 0.218, 0.230], [0.712, 1.845, 0.323], [-1.268, 0.551, -1.222]]
}

[2]
{
  "formula": "C5H7ClO",
  "method": "ωB97M-V with the def2-TZVPD basis set",
  "homo_ev": -9.8,
  "gap_ev": 10.604,
  "e_above_lowest_kj_mol": 0.0,
  "lumo_ev": 0.853,
  "elements": ["O", "C", "C", "C", "C", "C", "Cl", "H", "H", "H", "H", "H", "H", "H"],
  "xyz": [[0.71497, 0.79055, -1.64485], [0.86167, 0.20599, -0.37361], [-0.07450, 0.94563, 0.60066], [-1.11909, -0.06178, 0.95501], [-0.88443, -1.25071, 0.42424], [0.38046, -1.26568, -0.36336], [1.58708, -2.34057, 0.42898], [1.31111, 0.36031, -2.26768], [1.90884, 0.26669, -0.04850], [-0.50494, 1.80669, 0.08793], [0.45216, 1.30110, 1.48695], [-1.96202, 0.19935, 1.57041], [-1.48171, -2.13819, 0.53297], [0.25655, -1.65951, -1.37496]],
  "forces_ev_per_angstrom": [[-0.142, 0.174, -0.435], [0.228, -0.076, 0.390], [0.180, -0.011, -0.168], [0.029, 0.041, -0.086], [-0.007, -0.049, -0.037], [-0.017, 0.093, -0.083], [0.160, -0.169, 0.048], [-0.002, 0.017, 0.072], [-0.191, -0.073, -0.041], [0.058, 0.084, 0.032], [0.013, 0.078, 0.011], [-0.205, -0.069, 0.135], [-0.172, -0.126, 0.062], [0.068, 0.086, 0.099]]
}

[3]
{
  "formula": "C16H17F2O5P",
  "method": "ωB97M-V with the def2-TZVPD basis set",
  "homo_ev": -9.1,
  "gap_ev": 8.726,
  "e_above_lowest_kj_mol": 491.6,
  "lumo_ev": -0.342,
  "elements": ["O", "C", "C", "C", "C", "P", "O", "O", "O", "O", "H", "H", "H", "H", "H", "H", "H", "F", "C", "C", "C", "C", "C", "C", "H", "H", "H", "H", "H", "F", "C", "C", "C", "C", "C", "C", "H", "H", "H", "H", "H"],
  "xyz": [[1.21375, 1.03197, -2.26418], [2.53303, 0.90753, -2.09972], [3.52832, -0.40955, -2.36858], [4.44956, 0.33872, -3.54615], [4.64487, 1.76605, -2.69790], [4.38160, 3.41832, -3.69148], [2.96765, 4.03988, -3.22775], [4.44587, 3.18900, -5.41753], [5.58343, 4.59976, -3.13556], [3.55767, 1.90955, -1.67510], [4.21134, -0.53259, -1.41085], [2.86913, -1.32443, -2.69047], [3.70170, 0.68610, -4.39414], [5.44662, -0.18854, -3.87289], [5.66580, 1.78645, -2.11668], [3.51286, 3.05516, -5.80599], [5.45606, 4.66894, -2.12668], [-1.06421, -2.67655, 3.48215], [-0.59999, -1.86576, 2.52208], [-0.63125, -0.48899, 2.71494], [-0.14327, 0.35539, 1.71771], [0.36100, -0.18670, 0.53296], [0.38343, -1.56972, 0.34673], [-0.09427, -2.41410, 1.34867], [-1.03428, -0.08575, 3.63820], [-0.15608, 1.43287, 1.86200], [0.73739, 0.47244, -0.24642], [0.77258, -1.98915, -0.57789], [-0.07609, -3.49174, 1.22424], [-5.51413, 0.93577, 1.42628], [-5.53287, -0.20807, 2.12334], [-6.75162, -0.80691, 2.42284], [-6.77136, -2.00059, 3.14418], [-5.57129, -2.57692, 3.56779], [-4.35335, -1.96552, 3.26656], [-4.33346, -0.77789, 2.53568], [-7.67398, -0.34032, 2.09270], [-7.71861, -2.48080, 3.37672], [-5.58738, -3.50560, 4.13423], [-3.42082, -2.41378, 3.60087], [-3.39532, -0.29393, 2.28508]],
  "forces_ev_per_angstrom": [[9.324, -0.385, 1.334], [-3.791, -0.383, -0.489], [-0.690, 1.447, -0.696], [-1.772, 1.298, 1.404], [1.090, -0.482, 0.571], [-4.943, 4.195, 1.375], [5.299, -2.724, -2.310], [-0.639, -0.019, 2.634], [-1.625, -2.781, -0.079], [-1.445, -2.077, -2.533], [-1.732, -0.071, -1.981], [1.655, 1.764, 0.633], [1.859, -1.375, 1.256], [-2.196, 1.250, 0.641], [-2.000, 0.069, -1.158], [1.809, 0.577, 1.366], [-0.062, -0.246, -2.204], [-0.076, -0.220, 0.253], [0.444, 0.731, -0.904], [-0.019, -0.038, 0.079], [0.042, -0.484, -0.145], [0.051, 0.116, 0.052], [-0.128, 0.288, 0.390], [-0.042, -0.089, 0.067], [0.040, -0.079, -0.046], [-0.025, -0.205, -0.012], [-0.252, -0.225, 0.309], [-0.088, 0.050, 0.162], [-0.045, 0.091, 0.054], [-0.005, 0.176, -0.105], [-0.011, -0.928, 0.561], [-0.023, 0.054, -0.044], [0.468, 0.107, -0.027], [-0.078, 0.051, -0.038], [-0.365, 0.071, -0.065], [-0.020, 0.090, -0.036], [0.117, -0.019, 0.002], [0.152, 0.126, -0.053], [0.011, 0.179, -0.108], [-0.183, 0.119, -0.103], [-0.105, -0.019, -0.009]]
}